# 1
ORCA calculation (ωB97M-V/def2-TZVPD) on a molecular structure, C31H50BrHgN5P2.

ORCA input file:
```
! RIJCOSX wB97M-V def2-TZVPD def2/J DEFGRID3
* xyz 2 1
C -0.67 6.61 -4.40
C -0.81 5.26 -4.78
C -1.16 4.98 -6.11
C -1.31 6.05 -7.00
N -1.15 7.33 -6.65
C -0.84 7.60 -5.38
C -0.68 4.17 -3.84
C -0.66 3.37 -2.87
C -0.80 2.58 -1.66
C 0.21 2.37 -0.65
C 0.10 1.31 0.28
C -1.03 0.51 0.23
C -2.20 0.95 -0.45
C -2.02 1.90 -1.48
Hg -0.70 -1.21 -1.01
P 2.01 -1.83 0.37
H -1.34 3.95 -6.43
H -0.45 6.89 -3.36
H -1.56 5.85 -8.04
H -0.71 8.65 -5.14
H -2.83 2.06 -2.22
H 1.12 3.00 -0.67
H -3.20 0.53 -0.26
H 0.89 1.10 1.02
C 2.39 -3.32 1.42
C 3.34 -4.41 0.88
H 1.41 -3.76 1.66
H 2.80 -2.94 2.37
H 3.42 -5.27 1.57
H 2.98 -4.82 -0.09
H 4.37 -4.02 0.75
C 2.39 -2.13 -1.46
C 3.24 -1.09 -2.15
H 1.45 -2.08 -2.00
H 2.75 -3.16 -1.58
H 3.07 -1.15 -3.23
H 2.92 -0.08 -1.87
H 4.31 -1.19 -1.98
C 3.35 -0.69 1.01
C 4.82 -1.15 1.07
H 3.00 -0.42 2.02
H 3.26 0.22 0.40
H 5.48 -0.30 1.32
H 4.99 -1.90 1.84
H 5.17 -1.54 0.11
Br -1.88 -1.12 2.11
P -2.24 -3.37 -1.72
C -0.46 -3.89 -1.82
C -0.25 -5.31 -2.25
H 0.00 -3.77 -0.82
H -0.01 -3.21 -2.55
H 0.78 -5.47 -2.55
H -0.47 -5.99 -1.43
H -0.90 -5.55 -3.09
C -3.02 -3.37 -0.01
C -4.35 -4.03 0.09
H -3.10 -2.32 0.30
H -2.28 -3.81 0.66
H -4.62 -4.19 1.12
H -5.13 -3.42 -0.34
H -4.36 -4.99 -0.40
C -2.69 -1.88 -2.69
C -2.97 -2.17 -4.16
H -1.81 -1.14 -2.66
H -3.52 -1.39 -2.16
H -3.39 -1.29 -4.65
H -2.07 -2.46 -4.70
H -3.70 -2.98 -4.21
C 0.27 2.34 3.27
N 0.07 0.96 3.63
C -1.22 0.79 4.27
N -1.30 1.58 5.51
C -1.03 3.01 5.18
N 0.26 3.23 4.53
C 1.36 2.69 5.36
N 1.19 1.27 5.75
C 1.15 0.46 4.52
C -0.15 1.15 6.41
H -0.55 2.65 2.60
H 1.23 2.49 2.75
H -1.38 -0.26 4.54
H -2.00 1.16 3.60
H -1.03 3.61 6.09
H -1.84 3.33 4.51
H 2.31 2.76 4.81
H 1.38 3.31 6.26
H 0.93 -0.58 4.79
H 2.10 0.54 3.97
H -0.14 1.78 7.32
H -0.31 0.10 6.70
*
```

The calculation puts the HOMO energy (alpha / beta) at -12.745 / -12.746 eV.

Atom charges from the Löwdin analysis, given in e for atoms 1 to 6: 0.004 -0.229 -0.014 -0.114 0.081 -0.113


# 2
ORCA calculation (ωB97M-V/def2-TZVPD) on a molecular structure, C31H50GaP2.

ORCA input file:
```
! RIJCOSX wB97M-V def2-TZVPD def2/J DEFGRID3
* xyz 1 1
Ga -0.84 1.21 -1.45
C -0.67 -2.26 0.96
C 0.69 -2.38 0.56
C 0.57 -0.72 2.15
C -0.75 -1.23 1.95
C 1.45 -1.44 1.30
C -1.81 -3.08 0.48
H -1.59 -3.52 -0.50
H -2.71 -2.46 0.39
H -2.05 -3.91 1.17
C -1.94 -0.88 2.73
H -2.87 -1.17 2.21
H -1.99 0.20 2.94
H -1.94 -1.40 3.70
C 0.94 0.29 3.16
H 0.77 -0.11 4.17
H 0.35 1.22 3.07
H 2.00 0.56 3.09
C 2.93 -1.29 1.27
H 3.41 -1.80 2.12
H 3.20 -0.22 1.32
H 3.35 -1.72 0.35
C 1.22 -3.32 -0.46
H 1.57 -4.27 -0.04
H 2.07 -2.87 -0.99
H 0.44 -3.56 -1.20
C -1.93 1.15 -6.08
C -1.85 -0.21 -6.00
C -1.15 -1.04 -7.03
C 0.27 -0.55 -7.38
C 0.97 0.10 -6.23
C 1.03 1.44 -6.08
C 0.18 2.45 -6.79
C -1.27 1.96 -7.12
H -1.74 -1.08 -7.96
H 0.23 0.11 -8.25
H -1.10 -2.08 -6.69
H -1.25 1.44 -8.09
H -2.68 1.69 -5.49
H -2.56 -0.80 -5.41
H -1.87 2.86 -7.30
H 0.09 3.37 -6.19
H 1.89 1.87 -5.57
H 0.65 2.76 -7.74
H 0.85 -1.42 -7.71
H 1.61 -0.56 -5.63
P -1.58 0.35 -3.36
P 1.38 1.86 -1.68
C -0.53 1.89 -3.87
C 0.73 2.60 -3.25
H -1.24 2.64 -4.22
H -0.13 1.31 -4.72
H 1.57 2.55 -3.95
H 0.48 3.66 -3.08
C 2.20 3.13 -0.69
H 2.83 2.63 0.05
H 1.46 3.74 -0.16
H 2.83 3.79 -1.32
C 2.54 0.52 -2.02
H 3.25 0.78 -2.82
H 2.01 -0.40 -2.29
H 3.10 0.31 -1.09
C -3.39 0.52 -3.33
H -3.77 -0.17 -2.55
H -3.79 0.24 -4.31
H -3.69 1.55 -3.07
C -0.78 -1.28 -3.44
H 0.21 -1.28 -2.96
H -0.68 -1.55 -4.50
H -1.43 -2.00 -2.92
C -1.94 2.20 0.10
C -1.39 3.26 1.04
C -0.85 4.45 0.51
C -0.34 5.46 1.35
C -0.39 5.32 2.73
C -0.95 4.16 3.27
C -1.45 3.16 2.45
H -2.37 1.37 0.68
H -2.75 2.63 -0.54
H -0.83 4.57 -0.58
H 0.08 6.37 0.91
H -0.02 6.12 3.39
H -1.03 4.06 4.36
H -1.93 2.28 2.91
*
```

The calculation puts the HOMO energy (alpha / beta) at -7.580 / -6.858 eV.

Atom charges from the Löwdin analysis, given in e for atoms 1 to 6: 0.577 -0.261 -0.262 -0.246 -0.260 -0.245


# 3
ORCA calculation (ωB97M-V/def2-TZVPD) on a molecular structure, C31H50NO4RuSSbSe2Si4Te2.

ORCA input file:
```
! RIJCOSX wB97M-V def2-TZVPD def2/J DEFGRID3
* xyz 0 5
Ru -0.65 -0.67 2.62
Se 0.71 -0.59 4.71
Te -1.72 -1.23 5.03
Te -2.03 -2.98 2.90
Se -4.09 -2.35 1.78
C -2.86 2.92 4.57
Si -3.74 2.58 2.96
C -5.29 1.58 3.23
C -4.12 4.19 2.09
Sb -2.19 1.17 1.51
Si -3.44 0.99 -0.72
C -2.55 -0.34 -1.67
C -5.22 0.51 -0.39
C -3.42 2.61 -1.65
Si -0.16 2.74 1.12
C -0.48 4.42 0.36
C 0.96 1.72 0.02
C 0.73 3.03 2.74
H -3.54 3.40 5.28
H -2.02 3.59 4.42
H -2.49 2.00 5.01
H -5.91 2.00 4.02
H -5.04 0.55 3.49
H -5.89 1.54 2.32
H -4.81 4.79 2.69
H -4.59 4.02 1.12
H -3.21 4.77 1.93
H -2.73 -1.30 -1.17
H -1.47 -0.16 -1.70
H -2.92 -0.41 -2.69
H -5.31 -0.01 0.56
H -5.57 -0.17 -1.17
H -5.86 1.39 -0.38
H -2.45 3.11 -1.58
H -4.18 3.29 -1.28
H -3.62 2.43 -2.71
H -1.16 4.41 -0.49
H 0.46 4.86 0.02
H -0.90 5.10 1.11
H 0.51 1.50 -0.96
H 1.16 0.76 0.51
H 1.92 2.22 -0.14
H 0.08 3.45 3.51
H 1.54 3.74 2.56
H 1.15 2.11 3.13
C -0.48 1.65 -7.36
C -0.52 0.45 -6.45
C 0.66 -0.17 -6.04
C 0.63 -1.30 -5.24
C -0.60 -1.81 -4.84
C -1.79 -1.21 -5.24
C -1.74 -0.08 -6.04
S -0.66 -3.28 -3.87
O 0.22 -4.26 -4.43
O -2.04 -3.60 -3.64
N 0.07 -2.75 -2.48
C 0.39 -3.82 -1.52
C 1.42 -3.31 -0.53
C 0.87 -2.27 0.39
O 1.58 -1.90 1.45
O -0.20 -1.72 0.22
H 0.47 2.18 -7.27
H -1.29 2.34 -7.13
H -0.59 1.34 -8.40
H 1.61 0.23 -6.36
H 1.54 -1.79 -4.93
H -2.73 -1.64 -4.92
H -2.66 0.39 -6.35
H -0.51 -2.04 -2.05
H 0.82 -4.65 -2.07
H -0.51 -4.16 -1.01
H 2.27 -2.87 -1.06
H 1.82 -4.14 0.06
C 4.31 1.86 3.94
C 3.88 1.72 2.63
C 3.49 0.48 2.15
C 3.53 -0.65 2.97
C 3.96 -0.49 4.29
C 4.35 0.75 4.77
Si 2.98 -2.29 2.33
C 4.25 -3.11 1.27
C 4.54 -4.47 1.46
C 5.49 -5.11 0.68
C 6.16 -4.41 -0.31
C 5.89 -3.06 -0.51
C 4.94 -2.42 0.27
H 4.60 2.83 4.32
H 3.83 2.59 1.98
H 3.13 0.40 1.13
H 3.98 -1.35 4.96
H 4.68 0.85 5.80
H 2.55 -3.23 3.38
H 4.02 -5.03 2.23
H 5.71 -6.16 0.84
H 6.90 -4.91 -0.92
H 6.41 -2.51 -1.28
H 4.76 -1.36 0.12
*
```

The expectation value of S² is 6.057. The calculation puts the HOMO energy (alpha / beta) at -6.474 / -6.934 eV.

Atom charges from the Löwdin analysis, given in e for atoms 1 to 6: 0.111 -0.071 0.238 0.171 -0.276 -0.221


# 4
ORCA calculation (ωB97M-V/def2-TZVPD) on a molecular structure, C31H51AsN7NaO3S2Si2.

ORCA input file:
```
! RIJCOSX wB97M-V def2-TZVPD def2/J DEFGRID3
* xyz -2 1
Na 4.01 -25.67 -4.65
C 0.50 -27.14 -5.21
O 1.84 -27.51 -5.05
C 1.89 -28.80 -4.44
C 3.29 -29.32 -4.69
O 4.21 -28.30 -4.33
C 5.57 -28.82 -4.25
C 6.18 -28.26 -2.99
O 5.84 -26.85 -2.81
C 6.72 -26.15 -1.95
H 0.35 -26.07 -4.91
H -0.25 -27.69 -4.64
H 0.22 -27.16 -6.31
H 1.27 -29.44 -5.04
H 1.74 -28.83 -3.36
H 3.30 -29.69 -5.73
H 3.45 -30.25 -4.08
H 6.02 -28.44 -5.15
H 5.52 -29.90 -4.10
H 7.27 -28.29 -2.98
H 5.76 -28.65 -2.11
H 7.74 -25.99 -2.40
H 6.90 -26.63 -0.99
H 6.36 -25.13 -1.77
N 4.93 -26.21 -7.04
C 3.75 -26.33 -7.88
C 3.10 -24.98 -8.30
C 2.14 -24.27 -7.27
N 2.90 -24.06 -6.01
H 5.33 -25.28 -7.09
H 5.65 -26.81 -7.33
H 3.05 -26.99 -7.37
H 4.07 -26.87 -8.84
H 2.52 -25.14 -9.22
H 3.90 -24.28 -8.58
H 1.28 -24.91 -7.17
H 1.78 -23.34 -7.67
H 2.42 -23.43 -5.40
H 3.70 -23.43 -6.31
S 6.26 -22.65 -7.29
C 6.61 -22.40 -5.69
S 7.16 -23.83 -4.78
C 6.31 -21.23 -4.90
C 6.03 -19.99 -5.45
N 5.75 -18.99 -5.99
C 6.30 -21.22 -3.53
N 6.35 -21.29 -2.37
N -1.25 -24.81 0.43
C -2.01 -25.09 1.56
C -3.03 -24.37 2.19
C -3.48 -24.85 3.40
C -2.92 -26.02 3.92
C -2.04 -26.81 3.23
C -1.46 -26.33 2.06
N -0.44 -26.73 1.23
C -0.35 -25.83 0.24
C 0.68 -25.77 -0.76
C 1.83 -26.60 -0.68
C 2.86 -26.47 -1.56
N 2.89 -25.46 -2.50
C 1.84 -24.58 -2.55
C 0.72 -24.78 -1.76
H -1.46 -24.05 -0.24
H -3.50 -23.57 1.69
H -4.33 -24.29 3.85
H -3.11 -26.32 4.93
H -1.53 -27.70 3.66
H 1.90 -27.39 0.01
H 3.73 -27.21 -1.64
H 1.98 -23.78 -3.24
H -0.17 -24.20 -2.00
C 11.63 -26.02 -5.80
Si 10.69 -24.42 -6.04
C 11.86 -23.06 -6.74
C 9.25 -24.71 -7.25
As 9.34 -23.97 -3.99
Si 10.19 -21.85 -3.14
C 9.60 -21.65 -1.42
C 11.98 -21.96 -3.31
C 9.64 -20.27 -4.15
H 12.21 -26.23 -6.73
H 10.98 -26.85 -5.49
H 12.37 -25.77 -5.05
H 12.37 -22.52 -5.90
H 11.21 -22.31 -7.30
H 12.70 -23.36 -7.38
H 9.66 -25.25 -8.08
H 8.78 -23.80 -7.57
H 8.39 -25.32 -6.89
H 9.93 -20.77 -0.88
H 9.86 -22.46 -0.74
H 8.46 -21.61 -1.35
H 12.29 -22.98 -3.12
H 12.41 -21.38 -2.46
H 12.38 -21.71 -4.32
H 8.97 -19.68 -3.51
H 9.17 -20.43 -5.18
H 10.54 -19.65 -4.32
*
```

The calculation puts the HOMO energy (alpha / beta) at -0.206 / 0.690 eV.

Atom charges from the Löwdin analysis, given in e for atoms 1 to 6: 0.287 -0.120 -0.191 -0.190 -0.206 -0.153


# 5
ORCA calculation (ωB97M-V/def2-TZVPD) on a molecular structure, C31H51BF5NO22Si2.

ORCA input file:
```
! RIJCOSX wB97M-V def2-TZVPD def2/J DEFGRID3
* xyz 0 1
C 2.13 0.42 1.02
C 1.83 1.39 0.36
Si 1.18 2.82 -0.69
C 1.54 4.44 0.25
N 1.13 4.27 1.69
O 1.66 2.79 -2.33
Si 3.25 2.19 -2.59
C 3.65 2.57 -4.44
C 4.62 3.08 -1.57
C 5.36 4.14 -2.53
C 6.33 5.11 -1.75
O 7.43 4.46 -1.11
C 7.47 4.77 0.30
C 3.39 0.27 -2.46
O 2.42 -0.33 -3.34
C 1.26 -0.78 -2.63
C 1.39 -2.37 -2.48
O 1.82 -2.60 -1.12
C 1.82 -4.00 -0.83
C 1.52 -4.17 0.74
O 0.66 -3.12 1.24
C 0.10 -3.61 2.48
C -1.42 -4.06 2.19
B -0.80 2.63 -0.71
O -1.35 1.32 -0.65
O -1.58 3.82 -0.80
C -2.54 3.64 -1.89
H 2.13 -0.49 1.68
H 2.61 4.76 0.27
H 0.88 5.25 -0.16
H 0.15 3.99 1.76
H 1.69 3.53 2.14
H 2.97 1.90 -5.04
H 3.55 3.66 -4.68
H 4.70 2.18 -4.62
H 5.43 2.35 -1.27
H 4.26 3.57 -0.63
H 6.01 3.59 -3.29
H 4.60 4.80 -3.05
H 6.79 5.81 -2.54
H 5.75 5.80 -1.06
H 8.02 5.75 0.44
H 8.01 3.92 0.81
H 6.43 4.85 0.74
H 4.42 0.01 -2.87
H 3.37 -0.11 -1.40
H 0.29 -0.56 -3.18
H 1.14 -0.34 -1.60
H 0.43 -2.89 -2.76
H 2.23 -2.70 -3.18
H 2.87 -4.40 -0.97
H 1.04 -4.58 -1.42
H 2.48 -4.17 1.33
H 0.95 -5.15 0.84
H 0.68 -4.49 2.89
H 0.10 -2.79 3.26
H -1.84 -3.54 1.28
H -1.40 -5.18 1.99
H -2.00 -3.81 3.12
H -1.80 1.19 0.21
H -3.39 2.99 -1.56
H -2.92 4.67 -2.16
H -2.02 3.24 -2.82
C -5.12 -0.97 2.55
C -4.06 -1.87 3.09
O -2.88 -1.36 2.51
C -3.10 -0.03 2.33
O -2.25 0.77 2.11
O -4.42 0.27 2.42
F -4.24 -3.15 2.66
H -5.48 -1.28 1.57
H -5.97 -0.87 3.22
H -3.97 -1.86 4.18
C -2.76 -5.45 -3.15
C -3.39 -6.31 -2.09
O -2.33 -7.14 -1.68
C -1.19 -6.41 -1.88
O -0.13 -6.68 -1.40
O -1.42 -5.34 -2.68
F -4.37 -7.08 -2.61
H -2.77 -5.93 -4.13
H -3.23 -4.48 -3.23
H -3.78 -5.75 -1.23
C -6.73 -5.06 -6.56
C -7.17 -4.01 -5.59
O -6.08 -3.92 -4.70
C -4.98 -4.26 -5.43
O -3.86 -4.04 -5.09
O -5.31 -4.86 -6.59
F -8.26 -4.42 -4.90
H -6.94 -6.08 -6.22
H -7.16 -4.93 -7.55
H -7.36 -3.03 -6.04
C 0.88 0.63 5.03
C 2.24 1.14 4.68
O 2.74 1.61 5.92
C 2.14 0.83 6.87
O 2.51 0.76 8.00
O 1.07 0.16 6.37
F 2.16 2.19 3.83
H 0.12 1.41 5.03
H 0.55 -0.18 4.38
H 2.92 0.38 4.28
C -1.20 4.92 4.82
C -2.24 5.16 5.88
O -3.16 4.11 5.67
C -2.44 3.08 5.15
O -2.82 1.96 5.09
O -1.22 3.50 4.70
F -2.87 6.35 5.69
H -1.48 5.37 3.86
H -0.22 5.28 5.11
H -1.85 5.12 6.90
*
```

The calculation puts the HOMO energy at -8.419 eV.

Atom charges from the Löwdin analysis, given in e for atoms 1 to 6: 0.054 -0.158 0.555 -0.309 -0.041 -0.293